A cluster of 19 separate species, C64H182N16O19 in total. Source: OMol25; level of theory: the ωB97M-V functional and the def2-TZVPD basis.

For the gap between HOMO and LUMO, the calculation gives 8.064 eV. The total energy is -4852.7858 a.u. The net charge is 0.

The geometry in XYZ format:
```
281
Properties=species:S:1:pos:R:3:forces:R:3
C -3.902657 4.325676 0.030461 0.6 0.1 0.2
C -2.853732 4.800389 1.046115 0.4 -0.2 0.5
C -3.140954 4.408734 2.530938 -0.2 -0.2 -1.7
O -4.391779 4.957840 2.902212 0.1 -0.4 1.4
C -4.767749 4.665160 4.277671 0.1 0.9 -1.4
N -1.473799 4.438567 0.692692 -0.1 -0.4 -0.2
H -4.825710 4.887731 0.172497 -0.2 -0.4 0.3
H -4.048872 3.246146 0.067158 -0.2 0.0 0.1
H -3.564766 4.591225 -0.971243 0.2 0.0 0.0
H -2.881801 5.885056 0.942049 0.0 0.2 0.4
H -2.266907 4.666624 3.128965 -0.1 0.9 0.4
H -3.111767 3.320115 2.577455 -0.5 -0.5 0.0
H -5.095755 3.631940 4.391581 0.3 -0.1 0.1
H -5.608673 5.317263 4.513702 -0.1 -0.1 -0.1
H -3.964140 4.968462 4.948733 0.2 -0.4 0.1
H -0.792766 4.810579 1.339142 -0.3 0.6 0.4
H -1.206983 3.466610 0.627933 -0.8 -0.4 -0.1
C 2.399479 1.061582 5.180675 0.3 -1.3 -1.4
C 3.518898 0.705642 6.140934 -0.7 0.1 0.3
C 4.715037 -0.122829 5.599355 0.2 1.1 -0.6
O 4.406629 -1.373041 4.993856 -0.3 0.9 0.9
C 5.541786 -2.161007 4.706104 -0.7 -0.5 -0.6
N 3.965568 1.973948 6.765666 0.5 -1.2 0.5
H 2.798149 1.438251 4.238721 0.0 0.2 -0.1
H 1.652857 1.769207 5.541142 0.3 -0.1 0.4
H 1.880072 0.129100 4.959774 -0.3 0.0 -0.4
H 3.005507 0.029593 6.824656 0.3 0.3 0.9
H 5.495198 -0.260439 6.348026 -0.3 -0.1 0.6
H 5.209375 0.531678 4.881476 0.2 0.2 -0.7
H 5.859093 -1.993549 3.676845 0.2 0.1 -0.2
H 5.156370 -3.177983 4.779028 0.4 -0.2 0.0
H 6.420326 -2.043251 5.340464 -0.2 0.3 0.4
H 4.714619 2.394319 6.234341 0.0 0.1 -0.1
H 3.179102 2.607006 6.794190 0.1 0.1 0.0
C -2.647463 -5.850601 -5.311669 -1.3 -0.3 0.9
C -1.566168 -5.333496 -4.397924 1.5 -0.1 -0.2
C -0.213251 -6.052637 -4.644187 0.0 0.3 -0.1
O -0.238131 -7.482983 -4.698569 -0.4 -0.2 -0.2
C -0.321282 -8.160892 -3.442382 -0.2 0.9 0.0
N -1.453107 -3.862906 -4.562397 0.8 -1.5 -0.2
H -3.566960 -5.525932 -4.824612 -0.4 0.0 -0.3
H -2.730575 -6.930210 -5.436780 0.4 0.0 0.1
H -2.656123 -5.392663 -6.300767 0.4 0.1 0.0
H -1.631404 -5.512049 -3.324628 -1.4 -0.1 0.1
H 0.454817 -5.740944 -3.841299 0.3 0.1 0.1
H 0.174530 -5.658867 -5.583700 0.3 -0.5 -0.2
H -0.207436 -9.243909 -3.489465 0.4 0.1 -0.8
H -1.298751 -8.059513 -2.970814 -0.2 0.5 0.1
H 0.453493 -7.743697 -2.799133 0.0 -0.1 0.4
H -1.960933 -3.397366 -3.823830 -0.2 0.2 -0.2
H -1.820582 -3.631270 -5.474212 -0.1 0.3 0.2
C -1.273662 2.886961 6.238807 -0.9 0.1 1.1
C -1.346878 4.142070 7.150278 -2.2 0.1 -2.8
C -2.762753 4.379526 7.733927 -1.2 -0.4 1.0
O -2.823175 5.423435 8.760904 0.2 -0.3 -1.3
C -4.084486 5.673700 9.377382 0.2 -0.1 0.0
N -0.439844 4.032406 8.187700 1.4 0.5 1.5
H -0.276166 2.641662 5.874204 -0.1 0.6 -0.2
H -2.045082 2.933329 5.470143 0.3 -0.1 -0.3
H -1.509654 2.035809 6.877520 -0.3 -0.3 0.1
H -1.166257 5.000449 6.503241 0.5 0.3 0.1
H -3.070132 3.479985 8.267253 0.1 -0.6 0.0
H -3.546229 4.519914 6.989247 0.1 0.4 -0.3
H -4.971010 5.778706 8.751950 0.4 0.3 -0.9
H -3.936680 6.608580 9.917992 -0.2 -0.2 0.1
H -4.428551 4.881659 10.042504 0.6 -0.3 0.5
H -0.616897 4.904320 8.665741 0.7 0.2 0.9
H -0.871484 3.341607 8.784855 0.4 -0.4 0.6
C -5.640594 1.237684 -0.874849 0.3 0.5 0.0
C -5.891850 0.299876 0.282442 1.4 -0.5 0.7
C -5.209065 0.676221 1.598821 0.3 -0.6 1.1
O -5.217041 -0.376284 2.633509 -0.5 1.1 -0.9
C -4.312923 -1.487799 2.462273 -1.1 1.9 0.3
N -7.276180 0.075636 0.524855 -1.0 -0.5 -0.1
H -6.064042 2.224680 -0.688724 -0.1 0.1 0.2
H -6.122410 0.880075 -1.784830 0.1 -0.2 0.0
H -4.577681 1.389409 -1.062717 0.1 -0.1 -0.1
H -5.401770 -0.651838 0.077133 -0.2 -0.4 -0.5
H -5.707348 1.530996 2.056176 -0.2 0.0 0.1
H -4.176483 0.985306 1.436499 0.3 0.0 -0.2
H -3.340956 -1.016473 2.316543 0.4 -0.7 -0.5
H -4.711718 -2.105652 1.657709 0.7 -0.4 0.0
H -4.331984 -1.980889 3.434174 0.0 -0.3 -0.2
H -7.748378 0.968384 0.512831 -0.2 0.2 0.2
H -7.645793 -0.424460 -0.270997 -0.3 -0.2 0.0
C 0.425530 6.749566 -4.903554 -0.2 -0.3 -0.7
C 0.743719 5.229869 -4.891784 0.1 0.8 2.1
C -0.507872 4.419003 -4.734572 -0.9 -1.2 0.1
O -1.067631 4.328617 -3.411892 -0.7 -0.6 -0.6
C -2.243203 3.451347 -3.481357 0.3 0.8 0.7
N 1.428624 4.801849 -6.082912 0.7 0.2 -1.3
H 0.040567 7.249106 -4.014520 0.3 -0.7 0.5
H -0.397448 6.871779 -5.607730 0.1 0.1 -0.4
H 1.266759 7.346076 -5.256544 0.1 -0.1 0.0
H 1.371281 4.953074 -4.044638 0.1 0.4 0.6
H -0.305541 3.384073 -5.010418 0.2 -0.2 -0.4
H -1.253165 4.785178 -5.440661 -0.3 0.1 -0.1
H -2.980406 3.832318 -4.188106 0.1 0.1 -0.1
H -2.691397 3.409855 -2.488629 0.2 0.4 0.1
H -2.065544 2.405342 -3.731164 0.8 0.1 -0.3
H 2.194726 5.430403 -6.278163 -0.2 0.7 -0.2
H 1.978813 3.969848 -5.924270 -0.5 -0.7 0.3
C 7.124522 -4.954451 -5.054765 0.2 0.9 0.1
C 6.719378 -3.470039 -4.891142 -1.4 -0.6 0.1
C 7.177262 -2.874489 -3.531942 -1.3 0.3 -2.0
O 6.496085 -1.594165 -3.359931 1.4 -1.7 -0.1
C 6.758681 -1.009232 -2.090311 -0.5 -0.6 -0.9
N 7.078424 -2.698009 -6.064186 0.7 0.7 -0.4
H 8.147065 -5.004937 -5.428864 0.2 -0.1 0.3
H 6.506149 -5.473587 -5.787032 -0.2 0.2 0.0
H 7.011261 -5.454826 -4.093049 0.2 -0.2 -0.1
H 5.630070 -3.465692 -4.852619 -0.4 -0.1 0.4
H 8.264329 -2.825693 -3.595041 0.2 0.4 0.7
H 6.773030 -3.551153 -2.779057 0.5 -0.1 0.3
H 6.558794 -1.729497 -1.296984 -0.3 0.0 0.2
H 6.010815 -0.217827 -2.140017 0.5 0.5 1.0
H 7.808152 -0.726260 -2.008860 0.0 0.5 0.0
H 6.629283 -3.054100 -6.895799 0.1 -0.9 -0.1
H 6.618904 -1.798603 -6.064389 0.3 0.6 0.8
C 3.198590 -2.183641 -2.804997 -1.9 0.1 0.4
C 1.814703 -2.941838 -2.884991 1.7 -0.7 -0.1
C 1.212128 -3.429446 -1.526632 -0.4 0.1 -0.9
O 2.027403 -4.207595 -0.669983 0.7 0.1 -0.7
C 2.339196 -5.459734 -1.227762 0.7 -0.6 0.2
N 0.834704 -2.158365 -3.623958 0.2 0.1 0.9
H 2.937522 -1.309623 -2.208297 0.5 0.4 0.1
H 3.463794 -1.858339 -3.810954 0.1 0.0 0.3
H 4.058467 -2.682596 -2.358068 -0.3 -0.3 0.0
H 2.020218 -3.814286 -3.505246 0.1 -0.6 0.2
H 0.370116 -4.089220 -1.735959 -0.5 0.1 -0.5
H 0.783380 -2.604959 -0.956974 0.4 0.3 0.1
H 2.951781 -6.015883 -0.518156 0.2 0.3 0.1
H 2.900571 -5.366702 -2.157444 0.0 0.0 -0.1
H 1.487910 -6.119437 -1.395692 -0.6 0.3 -0.1
H 1.204819 -1.802146 -4.493566 0.6 0.0 0.1
H 0.138948 -2.807167 -3.963187 -0.6 -0.3 0.1
C 1.093291 4.047014 3.596826 -0.1 0.1 -0.7
C 1.514742 5.236178 2.713715 1.1 -0.7 -0.6
C 2.138968 4.805834 1.319384 -0.6 0.6 0.7
O 3.264267 3.985948 1.407629 0.5 -1.1 1.2
C 3.949054 3.691570 0.207446 -0.6 -0.4 0.2
N 0.279947 6.007699 2.468947 0.7 0.2 0.5
H 0.501014 3.372187 2.978830 0.0 -0.3 -0.2
H 0.376676 4.372589 4.350859 0.3 0.2 0.3
H 1.900323 3.475982 4.055859 0.0 0.3 -0.1
H 2.247314 5.859417 3.226555 0.2 -0.1 0.2
H 2.496242 5.673901 0.765387 -0.8 0.5 -0.2
H 1.303066 4.303367 0.832655 0.0 -0.1 -0.7
H 4.548315 2.796962 0.376753 0.3 0.2 0.3
H 4.584682 4.517788 -0.111049 0.0 0.1 -0.2
H 3.252648 3.380640 -0.571292 -0.2 0.3 -0.3
H 0.061039 6.310932 3.407147 -0.7 0.0 0.3
H 0.495735 6.893822 2.034993 0.2 0.1 -0.7
C 1.932589 -3.753700 -7.139983 0.7 1.1 0.3
C 2.657177 -2.392388 -7.380250 -0.6 0.6 0.2
C 1.660407 -1.160074 -7.385264 0.5 -1.5 1.4
O 1.308292 -0.959287 -5.992031 0.2 -0.5 -0.9
C 0.269259 -0.051524 -5.801594 -0.7 1.8 -1.0
N 3.778099 -2.203069 -6.434876 -0.4 -0.3 -0.3
H 1.529812 -3.861544 -6.132888 -0.3 0.3 0.0
H 2.683246 -4.538106 -7.236505 -0.1 -0.1 -0.3
H 1.156674 -3.830511 -7.901673 -0.1 -0.4 0.1
H 3.015784 -2.499231 -8.404013 0.4 0.3 0.0
H 0.785378 -1.449151 -7.967381 -0.3 0.2 0.0
H 2.096628 -0.240894 -7.776296 0.1 0.0 -0.1
H -0.660444 -0.288818 -6.318732 -0.1 -0.6 -0.2
H 0.567730 0.898121 -6.245651 0.0 0.4 -0.1
H -0.035947 0.207907 -4.787865 0.7 -0.7 0.3
H 3.406233 -1.864716 -5.558908 -0.3 -0.3 0.1
H 4.417911 -1.461831 -6.682482 0.0 0.1 -0.6
C -1.059954 -5.697810 3.846804 0.6 0.6 1.9
C -1.726946 -4.423888 3.356963 -0.6 0.0 -0.6
C -1.378823 -3.058776 4.119220 0.2 -2.3 0.4
O -1.573536 -3.298202 5.546773 0.4 1.4 -0.8
C -1.548143 -2.033595 6.242948 -0.2 -0.4 0.0
N -1.473237 -4.317007 1.919534 -1.0 0.8 -0.5
H -1.069924 -6.559132 3.178870 -0.2 0.4 -0.3
H -1.567411 -5.999364 4.763132 0.2 -0.2 0.2
H -0.030469 -5.455564 4.110580 0.3 -0.3 0.0
H -2.778787 -4.645330 3.537792 -0.4 0.6 -0.2
H -1.929114 -2.166644 3.820256 -0.5 -0.4 -0.3
H -0.329312 -2.853462 3.908338 0.3 0.1 0.2
H -0.856750 -1.298257 5.831419 0.4 -0.2 -0.3
H -1.262708 -2.179037 7.284810 -0.1 -0.3 -0.1
H -2.523292 -1.547050 6.221771 -0.3 -0.1 -0.1
H -0.537459 -3.966910 1.771689 0.3 0.4 0.4
H -1.397739 -5.223707 1.481014 -0.5 -0.4 0.2
C 3.692986 0.980642 -4.256636 0.0 0.0 0.6
C 4.976089 1.753630 -4.506356 -2.0 0.5 0.0
C 5.305296 2.731359 -3.376342 -0.5 -0.3 0.3
O 6.616991 3.156985 -3.555457 1.1 0.9 -0.7
C 7.190852 3.863189 -2.473821 -1.2 0.2 0.0
N 6.050569 0.884896 -4.746021 1.9 -0.6 -0.1
H 3.827452 0.426781 -3.327527 0.0 -0.2 0.0
H 3.492811 0.261666 -5.051049 0.0 0.1 0.0
H 2.795058 1.576143 -4.091700 0.0 0.3 -0.2
H 4.850137 2.321417 -5.428230 -0.1 0.5 0.0
H 5.296187 2.275859 -2.386125 -0.6 -0.6 0.3
H 4.563829 3.530311 -3.379767 0.0 0.5 0.1
H 7.299530 3.206892 -1.610366 0.5 -0.2 0.1
H 6.482562 4.624102 -2.146046 0.0 0.4 0.0
H 8.098237 4.373529 -2.796789 0.0 -0.4 0.1
H 6.125080 0.073692 -4.148950 -0.7 -0.3 -0.1
H 6.783036 1.470306 -4.370698 1.3 -0.3 -0.7
C 0.744689 0.898641 -1.100419 -0.8 -0.9 0.6
C -0.634305 0.130166 -0.989254 1.1 0.5 -0.3
C -1.730042 0.960827 -0.278785 0.0 -0.6 -0.3
O -1.346268 1.420682 0.981996 -0.3 1.9 0.8
C -0.882490 0.509677 1.965862 0.1 -0.4 -1.8
N -0.984228 -0.314333 -2.325802 -1.3 1.2 0.2
H 0.621739 1.921532 -1.456330 -0.1 0.0 0.0
H 1.389188 0.337158 -1.776779 -0.1 0.1 -0.3
H 1.300124 0.869187 -0.163021 -0.2 0.3 0.2
H -0.531972 -0.760478 -0.369272 0.6 -0.1 0.4
H -2.648769 0.417643 -0.057463 -0.3 -0.8 -0.8
H -2.026726 1.826122 -0.871527 0.2 0.2 -0.1
H -1.320677 0.651732 2.953746 0.3 0.7 0.0
H 0.188242 0.653208 1.820824 0.3 -0.8 1.3
H -1.203773 -0.485304 1.657817 0.3 -0.4 0.1
H -0.215939 -0.697021 -2.858145 0.5 -0.2 0.4
H -1.666913 -1.056760 -2.272389 0.1 0.2 -0.1
C -5.296749 -0.364181 -4.354478 0.3 0.4 0.2
C -3.951474 -0.709131 -3.712901 -0.6 0.2 0.0
C -4.026770 -2.028782 -2.930179 0.3 0.6 -1.4
O -2.710597 -2.470029 -2.518427 -2.5 0.0 -0.8
C -2.712811 -2.860828 -1.185123 0.9 -0.3 1.3
N -2.938865 -0.617064 -4.771422 -0.1 -0.1 1.2
H -5.166408 0.658039 -4.709692 -0.3 0.0 -0.2
H -6.100577 -0.342962 -3.618615 -0.1 -0.3 -0.1
H -5.540815 -0.981094 -5.219308 -0.1 -0.2 0.1
H -3.836299 0.073591 -2.963121 0.7 0.2 -0.1
H -4.481267 -2.739187 -3.620731 0.2 -0.6 0.1
H -4.731787 -1.874171 -2.113395 0.3 -0.2 0.4
H -2.515046 -1.980374 -0.573733 -0.1 0.0 0.4
H -1.884346 -3.555470 -1.046509 0.0 0.0 0.2
H -3.621881 -3.338612 -0.819874 -0.1 -0.1 -0.3
H -2.028883 -0.765201 -4.359012 0.3 0.1 0.1
H -3.093358 -1.359922 -5.438051 0.0 0.1 -0.1
C 2.808321 -4.398429 2.606188 1.1 0.7 1.4
C 2.206762 -2.985361 2.435315 0.5 -1.2 -2.4
C 3.152812 -2.025164 1.606717 0.1 -0.5 2.4
O 2.523764 -0.759447 1.528368 -0.9 -0.6 0.2
C 3.414442 0.298308 1.416830 1.0 0.1 -0.2
N 1.001775 -3.272296 1.658392 0.6 1.5 0.8
H 3.102781 -4.926655 1.699337 -0.2 0.5 -0.3
H 2.173488 -5.081219 3.170881 -0.3 0.3 -0.1
H 3.708914 -4.294567 3.211368 0.3 -0.2 0.0
H 1.977547 -2.449532 3.356425 0.1 -0.3 0.2
H 3.592180 -2.374924 0.672522 -0.7 -0.2 -0.4
H 3.998507 -1.986748 2.293321 0.5 0.6 0.1
H 4.213950 0.193436 2.150232 0.2 0.0 0.2
H 2.976492 1.283191 1.579060 -0.5 -0.2 -0.1
H 3.868121 0.257086 0.426583 0.3 0.3 -0.3
H 1.391699 -3.733577 0.848901 -0.4 0.0 -0.3
H 0.713097 -2.340520 1.396559 -0.7 0.2 -0.6
C -4.359662 -1.479896 8.733260 0.9 1.2 -1.1
C -5.375311 -0.321825 8.539915 0.7 -1.3 -1.0
C -6.079945 -0.272017 7.130220 0.9 -1.0 1.4
O -5.109670 -0.268492 6.101995 -0.7 0.6 0.3
C -4.653803 1.032175 5.741133 0.1 -0.8 0.3
N -6.321992 -0.494234 9.605993 -1.3 1.0 0.4
H -3.893859 -1.393055 9.714891 -0.6 -0.3 0.4
H -3.489677 -1.291921 8.104062 -0.1 -0.1 -0.4
H -4.697727 -2.486499 8.487152 -0.4 0.2 0.3
H -4.815740 0.610741 8.612704 0.2 0.3 0.1
H -6.768386 0.573024 7.122195 0.1 0.5 -0.3
H -6.707795 -1.153480 7.000108 0.1 -0.2 0.0
H -4.109416 0.811544 4.822944 0.0 0.8 -0.1
H -4.020934 1.480627 6.506940 0.5 -0.2 0.1
H -5.469322 1.749933 5.652514 -0.3 -0.2 -0.6
H -7.141751 0.049357 9.376665 -0.7 -0.1 -0.3
H -6.016815 0.048994 10.400899 0.5 -0.3 0.5
O -0.657508 6.390140 -0.951779 0.6 1.5 -0.6
H -1.015614 5.843691 -0.252219 -0.2 -0.9 0.1
H -0.472053 5.777682 -1.663634 -0.2 -0.3 -0.3
O -3.364045 -2.668857 -6.645518 0.0 -0.3 -0.3
H -2.915273 -2.794918 -7.481547 0.2 0.0 -0.3
H -4.258749 -2.968947 -6.805766 -0.3 -0.1 0.0
O -3.117053 1.919448 -5.963749 -0.1 1.2 -0.5
H -3.623163 1.517427 -6.669764 -0.1 -0.1 -0.1
H -3.001621 1.218639 -5.322053 0.1 -1.0 0.2
```
Forces are in eV/Å.